# 1
BrH2P | the ωB97M-V functional and the def2-TZVPD basis

Each line ends with the natural charge from an NBO analysis.
Cartesian coordinates (Å):
1 P -0.256 -0.224 0.535  0.261
2 Br 0.259 1.807 -0.234  -0.225
3 H 0.974 -0.859 0.269  -0.018
4 H -0.977 -0.724 -0.570  -0.018

Properties
E_HOMO ... -9.569 eV
Lowest unoccupied orbital energy ... 0.28 eV
SMILES ... PBr
ΔE to the lowest compared entry with this formula, charge and spin ... 0.0 kJ/mol
Gap between HOMO and LUMO ... 9.85 eV
Electronic energy ... -2916.55888 hartree

=====

# 2
BrH3NP | the ωB97M-V functional and the def2-TZVPD basis

Each line ends with the natural charge from an NBO analysis.
Cartesian coordinates (Å):
1 N 0.211 0.120 1.020  -1.173
2 P 1.136 1.078 -0.093  0.728
3 Br 2.925 -0.167 -0.051  -0.227
4 H -0.621 0.520 1.241  0.389
5 H 0.547 -0.875 1.349  0.430
6 H 0.433 0.517 -2.480  -0.148

Properties
E_HOMO (spin up / spin down) ... -7.680 / -9.301 eV
Lowest unoccupied orbital energy (spin up / spin down) ... -0.30 / -0.40 eV
ΔE to the lowest compared entry with this formula, charge and spin ... 305.1 kJ/mol
Gap between HOMO and LUMO (spin up / spin down) ... 7.38 / 8.90 eV
Electronic energy ... -2971.81959 hartree

=====

# 3
BrH7Si3 | the ωB97M-V functional and the def2-TZVPD basis

Each line ends with the natural charge from an NBO analysis.
Cartesian coordinates (Å):
1 Si 1.897 0.870 -0.481  0.465
2 Si -1.980 -0.073 0.885  0.481
3 Si -0.267 -0.335 -0.687  0.462
4 Br 1.049 -2.877 0.578  -0.580
5 H 2.913 0.226 -1.176  -0.123
6 H 1.582 2.301 -0.732  -0.129
7 H 2.505 0.543 0.831  -0.102
8 H -2.461 0.905 -0.088  -0.147
9 H -1.631 0.239 2.202  -0.108
10 H -2.986 -1.068 0.868  -0.116
11 H -0.621 -0.731 -2.200  -0.103

Properties
E_HOMO ... -8.948 eV
Lowest unoccupied orbital energy ... -1.33 eV
ΔE to the lowest compared entry with this formula, charge and spin ... 155.7 kJ/mol
Gap between HOMO and LUMO ... 7.62 eV
Electronic energy ... -3446.56967 hartree

=====

# 4
BrH9Si5 | the ωB97M-V functional and the def2-TZVPD basis

Each line ends with the natural charge from an NBO analysis.
Cartesian coordinates (Å):
1 Si 0.547 1.230 1.156  0.151
2 Si 0.007 -0.993 1.143  0.251
3 Si 0.290 2.209 -0.903  0.570
4 Si -0.828 -1.844 -0.790  -0.051
5 Si -0.154 -3.109 -2.612  0.490
6 Br 1.304 0.935 -2.545  -0.363
7 H -0.294 2.374 1.969  -0.070
8 H 1.948 1.679 1.349  -0.095
9 H 1.245 -1.642 1.150  -0.118
10 H -0.812 -1.547 2.384  -0.058
11 H -1.051 1.509 -1.263  -0.138
12 H 0.414 3.642 -1.299  -0.101
13 H -1.963 -2.843 -0.722  -0.090
14 H -1.539 -0.840 -1.604  -0.111
15 H -0.426 -2.375 -3.809  -0.266

Properties
E_HOMO ... -7.665 eV
Lowest unoccupied orbital energy ... -1.08 eV
ΔE to the lowest compared entry with this formula, charge and spin ... 266.8 kJ/mol
Gap between HOMO and LUMO ... 6.59 eV
Electronic energy ... -4026.70477 hartree